1.
Entry from the Open Molecules 2025 dataset: one molecule with the formula C4H7NO (ωB97M-V/def2-TZVPD).

Geometry (Å):
H: 1.2608 0.5834 -2.1731
N: 0.2945 0.2873 -0.2518
C: -0.8568 0.6895 0.4403
C: 0.8102 -0.1175 -1.4682
H: -0.5547 1.4089 1.2156
O: -2.7462 -0.4108 1.4380
H: -1.5295 1.2007 -0.2520
H: 2.2608 0.5270 0.4254
H: -0.9568 -1.3589 1.2935
C: -1.5865 -0.4572 1.1123
C: 1.5693 -0.2083 -0.0453
H: 1.7952 -1.2311 0.2631
H: 0.2398 -0.9130 -1.9978

SMILES string: O=CCN1CC1
DFT total energy: -7795.991 eV
HOMO energy: -8.467 eV
Gap between HOMO and LUMO: 9.4 eV
Strongest force on any atom: 1.18 eV/A
Energy relative to the best compared isomer or geometry (same formula, charge and spin): 352.5 kJ/mol

Atomic charges from the Löwdin analysis, expressed in e, are listed below: number 1, H, carries 0.081; number 2, N, carries -0.234; number 3, C, carries -0.143; number 4, C, carries -0.094; number 5, H, carries 0.133; number 6, O, carries 0.048; number 7, H, carries 0.136; number 8, H, carries 0.104; number 9, H, carries 0.127; number 10, C, carries -0.237; number 11, C, carries -0.106; number 12, H, carries 0.080; number 13, H, carries 0.104

=====

2.
Entry from the Open Molecules 2025 dataset: a 2-piece molecular cluster, C4H7NO overall (ωB97M-V/def2-TZVPD).

Geometry (Å):
H: 1.0739 1.3465 0.6445
H: 0.2535 1.4049 2.2071
H: -1.2005 -0.5677 0.3721
H: -0.6341 1.8197 0.7037
C: 0.0047 -0.9020 -1.3621
N: 0.1308 -1.1371 1.8584
C: 0.3544 0.1024 -2.1356
C: 0.1208 1.1690 1.1500
H: 1.0319 0.8598 -1.7633
O: -0.4467 -2.0135 -1.2086
C: -0.2472 -0.2742 0.9597
H: -0.1108 0.2289 -3.1055
H: -0.3307 -2.0369 1.6797

SMILES string: [H]/N=C/C.C=C=O
DFT total energy: -7796.157 eV
HOMO energy: -9.465 eV
Gap between HOMO and LUMO: 9.0 eV
Strongest force on any atom: 5.86 eV/A
Energy relative to the best compared isomer or geometry (same formula, charge and spin): 336.5 kJ/mol

Atomic charges from the Löwdin analysis, expressed in e, are listed below: number 1, H, carries 0.068; number 2, H, carries 0.077; number 3, H, carries 0.128; number 4, H, carries 0.076; number 5, C, carries -0.302; number 6, N, carries 0.097; number 7, C, carries 0.019; number 8, C, carries -0.092; number 9, H, carries 0.053; number 10, O, carries 0.100; number 11, C, carries -0.349; number 12, H, carries 0.076; number 13, H, carries 0.049

=====

3.
Entry from the Open Molecules 2025 dataset: one molecule with the formula C4H7NO (ωB97M-V/def2-TZVPD).

Geometry (Å):
H: 0.4273 0.1453 1.5736
O: -1.8892 -0.5390 -0.3568
C: -0.6623 -1.0580 0.2037
C: 0.2087 0.0700 0.5260
H: -0.8775 -1.7516 1.1010
H: -0.1935 -1.6872 -0.5219
H: 1.7311 1.2083 -0.4352
C: -0.7348 1.2193 0.2473
H: 0.7899 -0.1708 -1.5575
C: 1.3875 0.0779 -0.5474
N: -1.8241 0.8095 -0.3593
H: -0.5887 2.2432 0.3645
H: 2.2256 -0.5668 -0.2379

SMILES string: C[C@H]1C=NOC1
DFT total energy: -7796.171 eV
HOMO energy: -9.157 eV
Gap between HOMO and LUMO: 10.1 eV
Strongest force on any atom: 4.18 eV/A
Energy relative to the best compared isomer or geometry (same formula, charge and spin): 335.2 kJ/mol

Atomic charges from the Löwdin analysis, expressed in e, are listed below: number 1, H, carries 0.128; number 2, O, carries -0.119; number 3, C, carries -0.198; number 4, C, carries -0.358; number 5, H, carries 0.150; number 6, H, carries 0.097; number 7, H, carries 0.105; number 8, C, carries -0.097; number 9, H, carries 0.135; number 10, C, carries -0.049; number 11, N, carries 0.047; number 12, H, carries 0.092; number 13, H, carries 0.067

=====

4.
Entry from the Open Molecules 2025 dataset: one molecule with the formula C4H7NO (ωB97M-V/def2-TZVPD).

Geometry (Å):
H: 0.9368 -1.4440 -1.7062
H: 0.9556 0.2403 -2.2855
H: 1.6876 0.1354 0.1098
C: -0.1428 -0.7887 0.8896
C: 0.6265 0.0242 -0.1551
C: 0.4782 -0.4565 -1.5897
N: -0.2217 1.1962 0.1936
H: -0.8902 0.7808 2.2567
H: -2.0512 0.3467 0.9774
C: -0.9861 0.4431 1.2174
H: -0.5817 -0.5269 -1.8546
H: 0.3170 1.9544 0.5971
O: -0.0801 -1.9143 1.2968

SMILES string: C[C@H]1NCC1=O
DFT total energy: -7797.977 eV
HOMO energy: -9.611 eV
Gap between HOMO and LUMO: 10.5 eV
Strongest force on any atom: 0.58 eV/A
Energy relative to the best compared isomer or geometry (same formula, charge and spin): 160.8 kJ/mol

Atomic charges from the Löwdin analysis, expressed in e, are listed below: number 1, H, carries 0.082; number 2, H, carries 0.077; number 3, H, carries 0.149; number 4, C, carries -0.351; number 5, C, carries -0.316; number 6, C, carries -0.050; number 7, N, carries -0.016; number 8, H, carries 0.120; number 9, H, carries 0.115; number 10, C, carries -0.107; number 11, H, carries 0.084; number 12, H, carries 0.099; number 13, O, carries 0.115

=====

5.
Entry from the Open Molecules 2025 dataset: C4H7NO as an isolated structure (ωB97M-V/def2-TZVPD).

Geometry (Å):
O: -1.1655 -1.7403 -0.9497
N: 0.2697 -0.2291 -0.0057
H: 1.9265 0.4620 0.2095
H: 0.1900 1.8920 -0.2500
C: 0.6380 1.0712 0.3130
H: 1.6126 -1.8769 0.0800
H: -1.7294 0.8313 1.0682
H: 1.9771 -0.5729 -1.1700
C: -1.9550 0.2581 0.1757
C: -1.0531 -0.6954 -0.3081
C: 1.4777 -0.8409 -0.2389
H: -2.9742 0.2706 -0.1935
H: 0.8674 1.2461 1.3658

DFT total energy: -7793.465 eV
HOMO energy (spin up / spin down): -7.548 / -8.905 eV
Gap between HOMO and LUMO (spin up / spin down): 6.2 / 8.3 eV
Strongest force on any atom: 1.99 eV/A
Energy relative to the best compared isomer or geometry (same formula, charge and spin): 596.2 kJ/mol

Atomic charges from the Löwdin analysis, expressed in e, are listed below: number 1, O, carries 0.019; number 2, N, carries -0.207; number 3, H, carries 0.164; number 4, H, carries 0.091; number 5, C, carries -0.055; number 6, H, carries 0.096; number 7, H, carries 0.056; number 8, H, carries 0.094; number 9, C, carries 0.127; number 10, C, carries -0.540; number 11, C, carries -0.009; number 12, H, carries 0.069; number 13, H, carries 0.096

=====

6.
Entry from the Open Molecules 2025 dataset: one molecule with the formula C4H7NO (ωB97M-V/def2-TZVPD).

Geometry (Å):
H: -1.5722 -0.0181 -1.0745
C: -0.6288 -0.2529 -0.6126
C: 0.0034 0.4421 0.4204
H: -1.4740 1.9980 0.3710
O: 1.1557 0.1219 0.8331
C: -0.7757 1.5544 1.0873
H: 1.5467 -0.4646 -1.7094
H: -0.1063 2.3307 1.4636
H: -0.2199 -2.2961 -0.2889
H: -1.3553 1.1637 1.9305
N: 0.0309 -1.4951 -0.8667
H: 2.0869 -1.8563 -0.5760
C: 1.3087 -1.2277 -0.9778

DFT total energy: -7796.677 eV
HOMO energy: -7.729 eV
Gap between HOMO and LUMO: 8.2 eV
Strongest force on any atom: 0.63 eV/A
Energy relative to the best compared isomer or geometry (same formula, charge and spin): 286.3 kJ/mol

Atomic charges from the Löwdin analysis, expressed in e, are listed below: number 1, H, carries 0.089; number 2, C, carries -0.125; number 3, C, carries -0.522; number 4, H, carries 0.075; number 5, O, carries -0.041; number 6, C, carries -0.029; number 7, H, carries 0.111; number 8, H, carries 0.078; number 9, H, carries 0.150; number 10, H, carries 0.083; number 11, N, carries -0.036; number 12, H, carries 0.103; number 13, C, carries 0.066

=====

7.
Entry from the Open Molecules 2025 dataset: a 2-piece molecular cluster, C4H7NO overall (ωB97M-V/def2-TZVPD).

Geometry (Å):
H: -1.3196 -0.5179 3.6805
H: -1.4873 -0.0965 -2.4399
H: 0.1436 0.4518 -2.9374
C: 0.2108 -1.1091 0.9595
N: -0.5602 -0.9614 -0.1661
H: -0.9306 1.5706 -2.0928
C: -0.6315 0.5209 -2.1679
H: 1.1762 0.6901 1.6769
O: 0.9569 0.6914 -0.3909
C: 1.2344 -0.0283 0.8537
H: -0.9600 -0.8389 3.1085
H: 2.2507 -0.4270 0.7855
C: -0.0834 0.0543 -0.8696

DFT total energy: -7795.288 eV
HOMO energy: -8.373 eV
Gap between HOMO and LUMO: 8.3 eV
Strongest force on any atom: 0.32 eV/A
Energy relative to the best compared isomer or geometry (same formula, charge and spin): 420.3 kJ/mol

Atomic charges from the Löwdin analysis, expressed in e, are listed below: number 1, H, carries 0.022; number 2, H, carries 0.089; number 3, H, carries 0.098; number 4, C, carries -0.057; number 5, N, carries 0.067; number 6, H, carries 0.097; number 7, C, carries 0.020; number 8, H, carries 0.126; number 9, O, carries 0.025; number 10, C, carries -0.174; number 11, H, carries -0.024; number 12, H, carries 0.127; number 13, C, carries -0.417

=====

8.
Entry from the Open Molecules 2025 dataset: one molecule with the formula C4H7NO (ωB97M-V/def2-TZVPD).

Geometry (Å):
H: -1.5545 0.1241 -1.3064
C: -1.7097 -0.0892 -0.2440
N: 0.6637 -1.0421 -0.1663
C: 0.5463 1.0096 0.2517
H: 2.5366 0.0958 0.2643
C: -0.3739 -0.1949 0.4768
H: -2.2813 0.7349 0.1970
H: -0.5360 -0.4170 1.5419
H: 0.9981 -1.7914 0.4293
H: -2.2990 -1.0075 -0.1603
H: 1.8798 0.2663 -1.3782
O: 0.4572 2.1888 0.4470
C: 1.6128 0.0855 -0.3314

SMILES string: C[C@H]1NCC1=O
DFT total energy: -7797.972 eV
HOMO energy: -9.545 eV
Gap between HOMO and LUMO: 10.4 eV
Strongest force on any atom: 0.57 eV/A
Energy relative to the best compared isomer or geometry (same formula, charge and spin): 161.3 kJ/mol

Atomic charges from the Löwdin analysis, expressed in e, are listed below: number 1, H, carries 0.084; number 2, C, carries -0.051; number 3, N, carries -0.015; number 4, C, carries -0.354; number 5, H, carries 0.121; number 6, C, carries -0.316; number 7, H, carries 0.083; number 8, H, carries 0.148; number 9, H, carries 0.100; number 10, H, carries 0.076; number 11, H, carries 0.114; number 12, O, carries 0.115; number 13, C, carries -0.107